Entry 1:
53
Properties=species:S:1:pos:R:3:forces:R:3 method="wB97M-V/def2-TZVPD" e_lumo_ha="-0.2522 / -0.3353" total_energy_ev=-44298.8636 orbital_gap_ev="6.03 / 3.76" s_squared=6.0490 charge=+2 spin_multiplicity=5 max_force_ev_per_a=1.2 e_above_lowest_kcal_mol=1.5
Os -0.46168 0.02427 -0.37919 0.8055 -0.8903 0.1708
O -1.72835 5.21095 1.16973 -0.0512 0.3736 0.1262
C -0.64090 5.51457 0.55614 0.0474 0.0335 0.0927
C -0.28327 6.89392 0.48808 0.0707 0.3032 0.0009
C 0.92323 7.25328 -0.03458 -0.1199 0.0531 0.0653
C 1.79181 6.26395 -0.53428 0.0297 0.2426 -0.0043
C 1.40920 4.91055 -0.55895 -0.2531 -0.2783 0.0194
C 0.20958 4.51569 -0.03082 0.3795 -0.0272 -0.2366
C -0.21640 3.09387 -0.10450 -0.4490 -0.7128 0.0476
O 0.23758 2.32802 -0.97583 -0.0411 0.1583 -0.1002
N -1.14166 2.74457 0.80262 0.3313 0.8359 0.3262
N -1.49533 1.45040 0.68943 -0.4823 -0.0891 0.2014
C -2.59093 1.03750 1.24917 0.4585 0.3447 -0.2268
C -3.06254 -0.27041 0.84691 -0.2289 -0.4539 0.0006
C -4.20648 -0.86949 1.34088 0.1625 0.2908 0.0352
C -4.62263 -2.07907 0.79845 0.1219 -0.1739 -0.2107
C -3.89631 -2.63371 -0.24394 -0.2009 0.0742 0.2263
C -2.75774 -1.98528 -0.69178 0.1007 -0.0762 -0.1819
N -2.33345 -0.84056 -0.15037 -0.2868 -0.0795 -0.1278
H -1.78503 4.20667 1.23521 -0.0792 -0.4671 -0.0926
H -0.97864 7.61731 0.89381 0.0066 -0.0276 0.0121
H 1.20990 8.29554 -0.05333 0.0611 -0.0230 -0.0317
H 2.76099 6.55404 -0.91827 -0.0158 -0.0257 -0.0344
H 2.05778 4.16749 -1.00371 -0.0167 -0.0074 -0.0170
H -3.16541 1.69207 1.89256 -0.0291 0.0124 0.0064
H -4.76649 -0.38797 2.13098 0.0215 -0.0124 0.0180
H -5.50390 -2.57728 1.17861 -0.0162 0.0281 0.0017
H -4.19968 -3.56254 -0.70441 0.0269 0.0079 -0.0325
H -2.16632 -2.38876 -1.50292 0.0832 0.0346 0.0570
N 3.65613 0.56518 0.68709 -0.0208 0.0714 0.0789
C 3.76919 0.27177 -0.64828 -0.1295 -0.0608 -0.2404
C 2.49910 0.11781 -1.10270 0.2818 0.0730 0.0917
N 1.62808 0.32225 -0.05081 -0.2366 -0.1870 -0.4850
C 2.35858 0.58958 1.01499 -0.2031 -0.0639 0.0852
H 4.42221 0.72425 1.32135 0.0011 -0.0266 0.0522
H 4.71325 0.19040 -1.15695 0.0220 0.0126 0.0707
H 2.15398 -0.12112 -2.09306 0.0138 -0.0217 0.0101
H 1.98002 0.76939 2.00708 0.0398 0.0004 0.0076
O 0.83935 -4.40624 1.84104 0.0207 -0.0745 0.3574
C 0.96482 -4.77298 0.56799 0.0337 -0.0375 -0.7939
C 1.29099 -6.10925 0.30859 -0.0187 0.1401 0.2014
C 1.42898 -6.55741 -0.98522 -0.0143 0.0782 -0.0013
C 1.24607 -5.69405 -2.06875 -0.0386 0.1220 -0.1172
C 0.92995 -4.37643 -1.83718 0.0358 -0.2070 -0.2187
C 0.78079 -3.89277 -0.53108 -0.0522 0.1828 0.5299
C 0.41094 -2.49782 -0.31373 0.2444 -0.6928 0.6264
O 0.28198 -1.99453 0.84481 -0.1844 0.1103 -0.2960
O 0.15730 -1.73184 -1.32041 -0.1812 0.9574 -0.0884
H 0.63115 -3.46232 1.89045 -0.0529 0.1971 -0.0427
H 1.43287 -6.76558 1.15661 -0.0019 -0.0190 -0.0214
H 1.68642 -7.59197 -1.16875 -0.0125 -0.0170 0.0413
H 1.34665 -6.05956 -3.08073 0.0362 0.0035 0.0068
H 0.79427 -3.69634 -2.66812 -0.0194 0.0106 0.0341

---

Entry 2:
54
Properties=species:S:1:pos:R:3:forces:R:3 method="wB97M-V/def2-TZVPD" e_lumo_ha="-0.2995 / -0.2994" total_energy_ev=-41222.0807 orbital_gap_ev="6.53 / 6.53" charge=+2 max_force_ev_per_a=0.6 e_above_lowest_kcal_mol=0.1
Mo 0.59086 0.53585 -0.21616 0.3254 0.2436 -0.3821
B 2.76406 2.07861 -0.47799 -0.0637 -0.1519 0.1050
N 2.76934 1.33916 -1.81959 0.2587 -0.0268 -0.1625
C 3.52278 1.32288 -2.91758 -0.0389 0.0988 0.2073
C 2.88978 0.53207 -3.87167 -0.1525 -0.1354 -0.0462
C 1.72400 0.09479 -3.26668 0.0511 0.0420 -0.2304
N 1.65270 0.58762 -2.01935 -0.2182 0.0405 0.4550
N 1.67004 3.16599 -0.46047 0.0636 0.0936 0.0429
C 1.59679 4.49352 -0.46803 0.0440 -0.1213 -0.0078
C 0.25844 4.86023 -0.35552 -0.1143 -0.0424 0.0257
C -0.43784 3.66878 -0.27305 -0.0548 0.1400 -0.0296
N 0.42668 2.64014 -0.34494 -0.0281 -0.1937 0.0053
H 3.82144 2.40657 -0.05618 0.0066 0.0207 -0.0173
H 2.26403 1.23774 0.39197 -0.0654 0.0382 0.0023
H 4.45552 1.86158 -2.96148 -0.0022 0.0130 -0.0092
H 3.23864 0.30693 -4.86386 0.0071 -0.0124 0.0014
H 0.94899 -0.54942 -3.65027 0.0012 0.0021 0.0012
H 2.48641 5.09819 -0.53989 0.0042 -0.0027 -0.0125
H -0.14406 5.85730 -0.32994 -0.0032 0.0004 0.0027
H -1.49735 3.50759 -0.14816 0.0017 0.0003 -0.0003
N -1.51765 0.75909 -0.83614 -0.0135 0.0891 0.1274
C -2.40770 0.84213 0.32243 0.0062 0.0045 -0.0452
C -3.76101 0.97222 0.19929 -0.0161 0.0031 0.0279
C -4.57207 1.03497 1.35205 -0.0053 0.0004 -0.0053
C -4.01370 0.96039 2.59651 -0.0022 0.0013 0.0079
C -2.61368 0.81944 2.74535 -0.0143 -0.0018 0.0023
C -1.96630 0.73448 3.99954 -0.0310 0.0014 -0.0170
C -0.60590 0.60180 4.05918 0.0411 -0.0260 -0.0210
C 0.12483 0.55442 2.86610 0.0165 0.0402 0.0738
N -0.44503 0.62670 1.67402 0.0382 0.0526 -0.1658
C -1.80891 0.75891 1.59366 -0.0347 -0.0404 -0.0119
H -1.76874 -0.07181 -1.38589 0.0461 0.0132 0.0122
H -1.65370 1.56130 -1.44872 -0.0231 -0.0309 -0.0045
H -4.21728 1.02139 -0.78240 0.0013 -0.0013 -0.0003
H -5.64180 1.13921 1.23829 -0.0008 0.0004 0.0020
H -4.63336 1.00674 3.48255 -0.0011 0.0011 0.0001
H -2.55804 0.77681 4.90558 -0.0017 0.0049 0.0013
H -0.08340 0.53506 5.00205 -0.0006 -0.0030 0.0007
H 1.20255 0.44654 2.87976 -0.0063 0.0119 -0.0154
O 1.77527 -1.06141 0.57349 0.0284 0.0109 0.0289
C 1.02168 -1.94473 0.05082 -0.0675 -0.1634 -0.0452
N -0.02033 -1.40656 -0.58479 -0.0521 -0.1558 0.0957
C -0.82140 -2.41561 -1.15444 0.0616 0.1074 0.0109
O -1.82345 -2.18915 -1.77559 -0.0202 -0.0169 -0.0094
C -0.13727 -3.69945 -0.78836 -0.0201 -0.0278 -0.0071
C -0.47521 -4.99758 -1.08205 -0.0026 0.0141 -0.0030
C 0.37425 -6.00072 -0.60345 -0.0050 0.0042 -0.0042
C 1.51206 -5.70214 0.13647 0.0220 0.0158 0.0173
C 1.85511 -4.38360 0.43402 0.0208 -0.0428 0.0022
C 1.01264 -3.39921 -0.03960 0.0136 0.0872 -0.0082
H -1.35844 -5.23402 -1.65964 0.0001 0.0012 0.0000
H 0.14100 -7.03544 -0.81535 0.0001 -0.0014 0.0005
H 2.14265 -6.50772 0.48632 -0.0006 0.0003 0.0012
H 2.74106 -4.14853 1.00776 0.0005 0.0000 0.0003

---

Entry 3:
53
Properties=species:S:1:pos:R:3:forces:R:3 method="wB97M-V/def2-TZVPD" e_lumo_ha="-0.1093 / -0.1020" total_energy_ev=-157844.1835 orbital_gap_ev="5.22 / 7.09" s_squared=2.0460 charge=+1 spin_multiplicity=3 max_force_ev_per_a=2.9 e_above_lowest_kcal_mol=40.1
Ti 0.47359 -0.67337 0.53344 0.2149 -0.8230 1.2768
C 2.72739 1.90863 0.82710 -0.1115 0.0827 -0.0343
C 1.25655 2.18020 0.94278 -0.1167 -0.3186 0.2663
C 0.75519 3.47571 0.79757 -0.2322 0.2170 0.0250
C -0.59431 3.71775 0.89304 0.1821 -0.1300 0.0209
C -1.46755 2.67058 1.27201 0.1554 -0.1158 -0.0652
C -2.84708 2.85233 1.47735 -0.1624 0.0278 0.0096
C -3.61820 1.80837 1.93298 0.0050 0.1667 -0.0560
C -3.05177 0.56230 2.21019 0.1697 0.0557 -0.1591
C -1.70176 0.32800 1.99002 0.1482 -0.2321 0.2708
S -0.95743 -1.21503 2.34685 -0.5018 -0.2242 0.8410
C -0.89853 1.38611 1.47985 -0.3224 0.4358 0.1535
N 0.43331 1.14113 1.18993 0.3080 2.7173 0.2608
H 3.15616 2.42881 -0.03075 0.0029 -0.0332 -0.0097
H 2.92743 0.84353 0.73848 0.0219 -0.0163 -0.0041
H 3.23635 2.28681 1.71676 0.0061 -0.0426 0.0086
H 1.44555 4.28129 0.58318 -0.0009 -0.0155 -0.0289
H -0.99277 4.70909 0.71774 -0.0029 0.0090 0.0467
H -3.28109 3.82768 1.29662 0.0041 -0.0018 0.0250
H -4.67601 1.95744 2.10903 0.0102 0.0178 -0.0001
H -3.66148 -0.23465 2.61321 0.0308 -0.0264 -0.0008
O -4.40047 -1.67233 -3.03115 -0.0644 -0.1656 -0.0457
C -3.34123 -1.37241 -2.27830 0.2989 0.1284 0.2225
C -2.94127 -0.07045 -1.98193 -0.1820 0.0405 -0.1139
C -1.81914 0.13207 -1.21655 0.0649 -0.1687 -0.0160
N -1.07196 -0.86959 -0.70401 -2.1677 -0.4524 -1.8571
C -1.50059 -2.11050 -0.98257 0.1741 0.1036 0.1334
Br -0.46570 -3.49804 -0.20968 -0.2641 -0.1032 -0.2886
C -2.58887 -2.42320 -1.75189 -0.1984 -0.1097 -0.1375
H -4.84489 -0.87852 -3.34822 -0.0282 0.0611 0.0057
H -3.50821 0.77924 -2.34118 0.0433 0.0145 -0.0004
H -1.50033 1.13784 -0.98561 0.0007 0.0011 0.0257
H -2.87256 -3.44787 -1.94231 0.0269 0.0006 0.0241
C 0.94860 1.58623 -2.58259 -0.0243 0.0483 -0.0073
C 1.37662 0.17042 -2.41757 0.3213 -0.2741 -0.3518
N 1.61349 -0.41320 -1.27305 0.3124 -0.0066 -0.6803
C 2.13756 -1.68740 -1.43952 0.3020 0.0522 -0.4815
C 2.23340 -2.09280 -2.73033 0.0284 0.0216 -0.0289
S 1.73208 -0.83543 -3.78232 -0.0648 0.1008 0.4023
C 2.56200 -2.36182 -0.21687 0.3421 -0.1002 0.1606
C 3.37216 -3.43425 -0.04576 -0.0251 -0.0945 0.0266
S 3.61173 -3.72528 1.62474 -0.2009 0.2495 -0.0063
C 2.59412 -2.39927 2.02658 0.2652 -0.1446 -0.1429
N 2.12135 -1.78613 0.96667 1.2535 -1.0212 0.2341
C 2.29334 -2.00590 3.42912 0.0076 -0.1171 0.0471
H 0.42472 1.93703 -1.69485 0.0107 -0.0160 -0.0097
H 0.31658 1.70927 -3.46126 -0.0352 0.0256 0.0417
H 1.82982 2.21807 -2.71509 -0.0109 0.0044 -0.0117
H 2.56391 -3.04546 -3.11144 0.0328 0.0236 0.0248
H 3.84271 -4.05687 -0.78894 0.0077 0.0798 -0.0363
H 3.13298 -2.23374 4.08409 0.0029 0.0187 -0.0046
H 1.41864 -2.54873 3.79047 -0.0164 0.0393 0.0022
H 2.06586 -0.94369 3.47395 -0.0213 0.0098 0.0226